This record from the Open Molecules 2025 dataset describes a cluster of 2 separate species, Cl2O3S2 in total. The level of theory is wB97M-V/def2-TZVPD.

## Properties
- Strongest force on any atom: 0.043 Eh/bohr
- Relative energy (zero: lowest compared OMol25 entry of this formula, charge and spin): 163.7 kJ/mol
- DFT total energy: -1942.38854 Eh
- LUMO level (spin up / spin down): -0.0901 / -0.1507 Eh
- HOMO energy (spin up / spin down): -0.4041 / -0.3617 Eh

The geometry in ORCA input format:
```
! wB97M-V def2-TZVPD RIJCOSX def2/J DEFGRID3
* xyz 0 1
O 0.83865 0.60169 -1.78671
Cl 1.80265 1.06914 0.91944
S -1.93070 -0.06772 0.13886
Cl -1.39701 1.32661 1.49389
O -2.40437 -1.25189 0.79309
S 1.05760 -0.31533 -0.67863
O 2.03318 -1.36250 -0.87994
*
```

Charges per atom according to natural (NBO) partitioning, unit e: number 1, O, carries -0.8356; number 2, Cl, carries -0.2588; number 3, S, carries 1.0753; number 4, Cl, carries -0.1658; number 5, O, carries -0.7596; number 6, S, carries 1.7405; number 7, O, carries -0.7960

This record from the Open Molecules 2025 dataset describes a structure of composition H31O15. The level of theory is wB97M-V/def2-TZVPD.

## Properties
- Strongest force on any atom: 0.058 Eh/bohr
- Relative energy (zero: lowest compared OMol25 entry of this formula, charge and spin): 190.5 kJ/mol
- DFT total energy: -1146.93039 Eh
- LUMO level: -0.0937 Eh
- HOMO energy: -0.4836 Eh

The geometry in ORCA input format:
```
! wB97M-V def2-TZVPD RIJCOSX def2/J DEFGRID3
* xyz 1 1
H -0.35322 -1.26153 -0.15912
O -0.64109 0.46716 -0.44452
H 0.93823 4.21043 -1.60904
O 1.34081 -1.48690 1.89570
H 2.42668 -2.02158 1.64667
H 2.09089 -1.14457 -1.96847
H -1.26228 0.54219 3.85444
O -4.10949 -0.39584 -0.59308
H -0.22641 1.34715 -2.73532
H -1.02973 0.76659 -1.32604
H -2.47123 -1.09820 2.36779
H 0.42924 -0.18715 -4.92498
O -0.89150 2.07438 -2.69251
H -4.65217 0.25787 -1.04765
H -3.60888 0.05593 0.07034
O -2.65993 -1.78970 1.70585
H -1.04051 2.53712 -3.50681
O 0.26535 0.04634 -4.01510
O -0.48180 -2.12734 0.39760
H -1.42189 -2.08734 0.70069
H 0.01421 -0.87355 -3.70590
H -1.60339 2.73601 3.67780
H 3.73983 1.83646 0.63029
H -1.64411 -2.61952 -3.37001
H 0.10531 2.97833 -1.56395
H -3.30382 -1.53970 1.07686
H -0.71716 -3.76898 -3.10198
H 2.63299 -2.51682 -0.09464
O -1.62693 1.95582 3.08968
H 4.13324 2.73854 -0.53901
O 3.07546 -2.57482 0.77013
O -0.76328 -2.88221 -3.62806
O 0.57000 3.61165 -0.91742
H 1.62067 3.31778 1.92418
O -1.62555 -0.37870 3.86647
H 1.53685 2.30346 1.06569
O 3.72411 1.89051 -0.33117
O 2.03231 2.45330 1.87447
H -2.58567 2.05404 3.11050
H 0.58622 -1.92878 1.24220
H 3.56838 -3.36361 0.95461
H -1.37707 -0.82418 4.66538
H 1.14571 -1.26489 2.79460
O 1.96021 -1.13090 -1.01428
H 2.11258 -0.21048 -0.79150
H -1.24321 0.76237 0.25171
*
```

Charges per atom according to natural (NBO) partitioning, unit e: number 1, H, carries 0.5261; number 2, O, carries -0.9711; number 3, H, carries 0.4655; number 4, O, carries -0.9458; number 5, H, carries 0.5325; number 6, H, carries 0.4939; number 7, H, carries 0.5064; number 8, O, carries -0.9473; number 9, H, carries 0.5145; number 10, H, carries 0.5052; number 11, H, carries 0.5183; number 12, H, carries 0.4919; number 13, O, carries -0.9907; number 14, H, carries 0.4918; number 15, H, carries 0.4573; number 16, O, carries -0.9658; number 17, H, carries 0.5092; number 18, O, carries -0.9852; number 19, O, carries -0.9836; number 20, H, carries 0.5168; number 21, H, carries 0.4998; number 22, H, carries 0.4858; number 23, H, carries 0.4893; number 24, H, carries 0.4761; number 25, H, carries 0.4873; number 26, H, carries 0.4845; number 27, H, carries 0.4908; number 28, H, carries 0.5519; number 29, O, carries -0.9262; number 30, H, carries 0.4788; number 31, O, carries -0.8866; number 32, O, carries -0.9600; number 33, O, carries -0.9858; number 34, H, carries 0.4716; number 35, O, carries -1.0081; number 36, H, carries 0.4829; number 37, O, carries -0.9697; number 38, O, carries -0.9526; number 39, H, carries 0.4782; number 40, H, carries 0.5282; number 41, H, carries 0.5218; number 42, H, carries 0.4844; number 43, H, carries 0.5170; number 44, O, carries -0.9797; number 45, H, carries 0.5130; number 46, H, carries 0.4871

This record from the Open Molecules 2025 dataset describes a structure of composition BF4H6KO3. The level of theory is wB97M-V/def2-TZVPD.

## Properties
- Strongest force on any atom: 0.045 Eh/bohr
- Relative energy (zero: lowest compared OMol25 entry of this formula, charge and spin): 266.8 kJ/mol
- DFT total energy: -1253.76141 Eh
- LUMO level: -0.0758 Eh
- HOMO energy: -0.3462 Eh

The geometry in ORCA input format:
```
! wB97M-V def2-TZVPD RIJCOSX def2/J DEFGRID3
* xyz 0 1
O -3.58449 -1.38427 -3.19345
O 3.58943 -1.05853 -3.91514
H -1.71118 5.86401 1.31897
H -1.71289 5.04829 2.59432
H -2.99803 -2.06560 -2.86470
H 4.21657 -0.37379 -4.14765
H 4.13143 -1.81887 -3.70453
F -0.39292 -1.12302 3.33000
F 1.63508 -1.54864 2.45551
F 1.48370 -1.28596 4.67687
O -1.91319 4.99271 1.65996
F 0.58810 -3.10767 3.60498
B 0.80056 -1.76788 3.51753
H -3.98844 -1.76991 -3.97085
K -0.14373 1.39913 -1.36180
*
```

Charges per atom according to natural (NBO) partitioning, unit e: number 1, O, carries -0.9460; number 2, O, carries -0.9461; number 3, H, carries 0.4674; number 4, H, carries 0.4785; number 5, H, carries 0.4709; number 6, H, carries 0.4684; number 7, H, carries 0.4779; number 8, F, carries -0.5783; number 9, F, carries -0.5873; number 10, F, carries -0.5886; number 11, O, carries -0.9457; number 12, F, carries -0.5682; number 13, B, carries 1.3228; number 14, H, carries 0.4754; number 15, K, carries 0.9988

This record from the Open Molecules 2025 dataset describes a structure of composition C20H37O15S2. The level of theory is wB97M-V/def2-TZVPD.

## Properties
- Strongest force on any atom: 0.113 Eh/bohr
- Relative energy (zero: lowest compared OMol25 entry of this formula, charge and spin): 1255.0 kJ/mol
- DFT total energy: -2708.73791 Eh
- LUMO level: 0.0764 Eh
- HOMO energy: -0.2277 Eh

The geometry in ORCA input format:
```
! wB97M-V def2-TZVPD RIJCOSX def2/J DEFGRID3
* xyz -1 1
O 2.58534 2.13748 1.94271
C 1.22100 2.80162 -1.95057
H -1.06289 -1.60831 0.99810
H -2.52630 3.00119 1.48127
H 3.30622 -0.15004 0.06228
O 0.37078 -3.77804 -0.44743
C -2.32768 0.35419 -1.47471
O -1.14289 3.19667 0.47195
H -2.20507 0.58441 0.46344
O 3.16978 1.93115 -0.09609
H 1.21664 3.89153 -1.93778
H -0.85695 0.14343 -0.04325
C -2.19860 0.17779 1.47473
C -2.27469 2.72852 2.50618
C 2.36561 -2.03396 -1.39618
H -1.15876 0.11383 1.79527
O 2.45511 0.15043 -5.10523
C -0.37502 -2.49251 2.76599
S -3.14895 -1.19732 -1.96578
O -3.07070 3.13830 -0.86285
H 3.32602 0.39431 2.35805
H -2.21553 -2.39413 -0.13385
O 1.54546 0.71530 -3.08443
O -1.33068 -5.36238 -0.50273
H 1.57029 -2.79545 0.98294
H 2.37570 -3.11660 -1.52222
H -2.98331 1.22452 -1.44668
C 0.71020 -2.63851 0.33202
C 3.10992 2.75690 0.89829
H 0.29011 -1.75167 3.20968
H 2.23632 2.48574 -1.71089
C -0.50811 -2.50217 1.28327
H 1.36771 0.27225 -1.00799
O -1.28545 -3.63061 0.97140
H 1.04141 2.42381 -2.95710
O -1.11806 2.40356 -1.54115
H -0.11038 0.35062 -1.91411
H -1.86027 -3.31193 -1.63828
H 1.65905 0.35269 -0.19347
H -2.64978 3.47423 3.20712
H -1.95537 0.19677 -0.46243
H 1.25690 0.26602 3.54389
H -1.55182 0.70620 -2.15459
H 0.00023 -3.44047 3.15157
H 0.97903 3.19501 0.69770
C -1.90034 -2.32607 -1.17506
H 0.16378 1.70651 1.09646
H -2.56435 -0.84607 1.39695
H 0.37720 -2.11539 -2.31787
C 0.19278 2.12344 -1.10529
C 2.01862 -0.19269 -4.01316
H 2.18692 -1.95878 -0.32356
C 0.14924 2.55072 0.40712
C 2.46966 0.74829 1.78407
H 0.32864 1.04431 -1.17694
H 0.19568 0.47381 2.13984
O -4.48477 -1.41482 -1.19162
C 1.24462 -1.45982 -2.24104
H 3.33364 -1.59043 -1.62922
H -0.89440 -1.90939 -1.22558
S -3.03126 1.08454 2.79128
C 0.93177 0.03790 -1.97914
C -1.93392 2.87464 -0.63756
C 2.60584 0.66435 0.24760
H -1.19746 2.73536 2.67238
H 1.17165 -0.92429 2.32836
O 3.41075 3.89164 0.77519
O -4.53988 1.24231 2.44385
O 0.00055 -0.30332 0.09687
O 1.68488 -1.44361 -3.62630
H -1.25270 -2.18063 3.33211
C -0.80961 -4.28531 -0.08126
C 1.18792 0.15743 2.46151
H 0.71307 -1.74930 -0.29838
*
```

Charges per atom according to Löwdin partitioning, unit e: number 1, O, carries 0.0765; number 2, C, carries 0.0159; number 3, H, carries 0.0641; number 4, H, carries 0.0372; number 5, H, carries 0.1381; number 6, O, carries 0.0692; number 7, C, carries -0.2522; number 8, O, carries -0.0442; number 9, H, carries 0.0079; number 10, O, carries 0.0835; number 11, H, carries 0.1072; number 12, H, carries -0.0418; number 13, C, carries -0.2635; number 14, C, carries -0.2263; number 15, C, carries -0.0340; number 16, H, carries 0.0221; number 17, O, carries 0.1191; number 18, C, carries -0.0152; number 19, S, carries 0.9454; number 20, O, carries 0.1828; number 21, H, carries 0.1515; number 22, H, carries 0.0661; number 23, O, carries 0.0175; number 24, O, carries 0.0771; number 25, H, carries 0.1517; number 26, H, carries 0.1090; number 27, H, carries 0.0801; number 28, C, carries -0.1582; number 29, C, carries -0.6734; number 30, H, carries 0.0489; number 31, H, carries 0.0941; number 32, C, carries -0.3366; number 33, H, carries 0.0163; number 34, O, carries 0.0502; number 35, H, carries 0.0989; number 36, O, carries 0.0480; number 37, H, carries 0.0951; number 38, H, carries 0.0749; number 39, H, carries 0.0362; number 40, H, carries 0.0609; number 41, H, carries -0.0289; number 42, H, carries 0.1002; number 43, H, carries 0.0822; number 44, H, carries 0.1001; number 45, H, carries 0.1280; number 46, C, carries -0.2057; number 47, H, carries 0.0789; number 48, H, carries 0.0875; number 49, H, carries 0.1421; number 50, C, carries -0.3045; number 51, C, carries -0.4754; number 52, H, carries 0.0388; number 53, C, carries -0.0149; number 54, C, carries -0.2205; number 55, H, carries -0.0044; number 56, H, carries 0.0337; number 57, O, carries -0.5672; number 58, C, carries -0.2065; number 59, H, carries 0.1084; number 60, H, carries 0.0314; number 61, S, carries 0.8920; number 62, C, carries -0.1908; number 63, C, carries -0.5756; number 64, C, carries -0.0514; number 65, H, carries 0.0578; number 66, H, carries 0.0428; number 67, O, carries 0.1788; number 68, O, carries -0.5714; number 69, O, carries -0.4321; number 70, O, carries 0.0883; number 71, H, carries 0.0996; number 72, C, carries -0.5691; number 73, C, carries -0.0148; number 74, H, carries 0.0430